DFT (wB97M-V/def2-TZVPD) results for a molecular structure, C36H35FN11O4ReS at a distorted geometry.

Each line ends with the Löwdin spin population.
Positions of all 89 atoms, in Å:
1 Re 0.189 -0.360 -0.554  2.342
2 C -0.324 -0.070 5.218  0.001
3 C -0.423 -1.567 4.948  0.002
4 N 0.265 -1.965 3.727  0.015
5 C -0.203 -1.723 2.491  0.016
6 S 0.789 -2.230 1.148  0.021
7 N -1.383 -1.184 2.351  0.001
8 N -1.664 -0.970 1.046  0.104
9 C -2.833 -1.171 0.592  0.010
10 C -3.963 -1.757 1.382  0.004
11 C -2.956 -0.911 -0.848  0.013
12 C -4.156 -1.101 -1.514  -0.001
13 C -4.207 -0.974 -2.889  0.010
14 C -3.045 -0.651 -3.571  -0.003
15 C -1.896 -0.439 -2.841  0.010
16 N -1.840 -0.550 -1.507  0.016
17 H -0.702 0.166 6.214  0.000
18 H -0.919 0.481 4.489  0.000
19 H 0.712 0.270 5.145  0.000
20 H -1.467 -1.866 4.869  0.000
21 H 0.028 -2.130 5.764  0.000
22 H 1.142 -2.450 3.788  0.000
23 H -3.676 -1.810 2.427  0.000
24 H -4.172 -2.769 1.023  0.001
25 H -4.876 -1.164 1.292  0.000
26 H -5.040 -1.369 -0.954  0.000
27 H -5.134 -1.136 -3.422  0.001
28 H -3.019 -0.570 -4.648  0.000
29 H -0.977 -0.189 -3.347  0.001
30 C -4.966 3.783 0.114  0.002
31 C -3.624 3.123 0.307  0.013
32 C -3.261 2.563 1.536  0.000
33 C -2.046 1.929 1.705  0.013
34 C -1.127 1.843 0.661  0.020
35 N 0.114 1.171 0.777  0.108
36 C 1.045 1.614 1.713  0.002
37 C 0.788 2.748 2.498  0.018
38 C 1.620 3.148 3.521  -0.004
39 C 2.783 2.440 3.815  0.021
40 C 3.695 2.849 4.943  0.004
41 C 3.107 1.399 2.970  -0.004
42 C 2.294 1.011 1.906  0.021
43 N 2.840 0.070 0.968  0.009
44 C 4.063 -0.486 0.995  0.019
45 C 4.284 -1.143 -0.194  0.006
46 C 3.128 -0.942 -0.926  0.020
47 N 2.254 -0.212 -0.219  0.008
48 C -1.490 2.412 -0.557  0.016
49 C -2.721 3.028 -0.739  -0.002
50 N -0.570 2.386 -1.653  0.008
51 C -0.357 3.330 -2.590  0.012
52 C 0.589 2.849 -3.470  0.003
53 C 0.914 1.580 -2.992  0.012
54 N 0.213 1.317 -1.891  0.008
55 H -5.365 4.139 1.063  0.000
56 H -5.686 3.072 -0.300  0.001
57 H -4.900 4.626 -0.573  0.000
58 H -3.949 2.622 2.371  0.000
59 H -1.784 1.479 2.654  0.000
60 H -0.096 3.336 2.289  0.001
61 H 1.361 4.025 4.103  -0.001
62 H 3.136 3.346 5.735  0.000
63 H 4.455 3.550 4.590  0.001
64 H 4.213 1.990 5.372  0.000
65 H 4.043 0.886 3.145  -0.001
66 H 4.713 -0.395 1.845  0.001
67 H 5.148 -1.717 -0.482  0.000
68 H 2.862 -1.303 -1.903  0.001
69 H -2.984 3.424 -1.714  0.000
70 H -0.869 4.277 -2.549  0.001
71 H 0.994 3.352 -4.332  0.000
72 H 1.602 0.847 -3.389  0.001
73 F 1.935 -1.945 -6.747  0.000
74 C 2.371 -2.453 -5.593  0.000
75 C 1.527 -3.001 -4.722  0.000
76 N 1.942 -3.540 -3.519  0.000
77 C 0.947 -4.083 -2.609  0.000
78 C 0.081 -3.014 -1.959  0.012
79 O -0.966 -3.322 -1.445  0.019
80 O 0.602 -1.794 -2.018  0.070
81 C 3.270 -3.515 -3.141  0.000
82 O 3.674 -3.939 -2.078  0.000
83 N 4.110 -2.924 -4.067  0.000
84 C 3.801 -2.386 -5.323  0.000
85 O 4.649 -1.923 -6.043  0.000
86 H 0.466 -3.043 -4.929  0.000
87 H 1.475 -4.588 -1.803  0.000
88 H 0.313 -4.805 -3.117  0.000
89 H 5.090 -2.931 -3.823  0.000

Forces on atoms 1 to 6 (eV/Å):
Re 0.3 -0.9 0.9
C 0.0 0.0 -0.1
C 0.0 0.0 0.0
N 0.0 0.0 0.0
C 0.0 0.0 0.1
S -0.2 0.4 -0.5

Summary:
net charge = +1
2S+1 = 4
E_HOMO (spin up / spin down) = -0.3644 / -0.3728 Eh
ΔE to the lowest compared entry with this formula, charge and spin = 10.2 kcal/mol
expectation value of S² = 3.77
frontier orbital gap (spin up / spin down) = 7.2 / 6.3 eV



DFT (wB97M-V/def2-TZVPD) results for 2 unconnected molecules or ions with the total composition C3H8NO at a distorted geometry.

Each line ends with the Löwdin charge.
Positions of all 13 atoms, in Å:
1 C 0.145 -2.658 0.699  0.174
2 N -0.503 -1.583 0.529  0.211
3 H -0.266 -3.652 0.601  0.129
4 H 1.190 -2.527 0.921  0.127
5 H -0.044 -0.752 0.934  0.107
6 H -1.504 -1.511 0.349  0.171
7 O 0.076 1.170 1.126  0.002
8 C 0.559 1.708 0.155  -0.274
9 C -0.135 1.808 -1.197  -0.033
10 H 1.446 2.368 0.218  0.132
11 H 0.560 1.500 -1.975  0.089
12 H -1.077 1.279 -1.139  0.071
13 H -0.447 2.850 -1.222  0.095

Forces on atoms 1 to 6 (eV/Å):
C 0.2 -0.2 -0.4
N 0.0 0.2 1.3
H -0.2 0.0 -0.3
H 0.3 -0.2 0.4
H -0.4 0.7 -0.8
H 0.2 -0.2 -0.1

Summary:
net charge = +1
E_HOMO = -0.5149 Eh
ΔE to the lowest compared entry with this formula, charge and spin = 22.6 kcal/mol
frontier orbital gap = 8.4 eV



DFT (wB97M-V/def2-TZVPD) results for 9 unconnected molecules or ions with the total composition C50H80F12N4O4P at a distorted geometry.

Each line ends with the Löwdin spin population.
Positions of all 151 atoms, in Å:
1 C -5.620 -6.780 1.591  0.006
2 C -4.468 -6.472 2.571  0.003
3 C -3.035 -6.448 2.019  0.032
4 C -2.035 -6.443 3.166  0.005
5 N -0.574 -6.316 2.628  0.001
6 C 0.442 -6.596 3.719  0.012
7 C 1.697 -7.070 3.093  0.027
8 C 1.196 -7.879 1.867  0.058
9 C -0.291 -7.473 1.654  0.088
10 C -0.355 -4.919 1.988  0.073
11 C -0.775 -3.744 2.898  0.010
12 C 0.152 -2.488 2.424  0.017
13 H -6.587 -6.888 2.081  0.000
14 H -5.409 -7.785 1.227  0.002
15 H -5.733 -6.088 0.756  0.004
16 H -4.616 -7.174 3.391  0.000
17 H -4.665 -5.540 3.102  0.000
18 H -2.912 -5.508 1.481  0.024
19 H -2.955 -7.181 1.217  0.014
20 H -2.115 -7.323 3.804  0.002
21 H -2.194 -5.556 3.780  0.000
22 H 0.713 -5.722 4.312  0.004
23 H -0.011 -7.341 4.373  0.003
24 H 2.216 -6.253 2.591  0.021
25 H 2.447 -7.623 3.657  0.002
26 H 1.770 -7.543 1.004  0.057
27 H 1.234 -8.968 1.888  0.004
28 H -0.507 -7.064 0.667  0.094
29 H -0.932 -8.345 1.785  0.008
30 H -0.702 -4.972 0.956  0.095
31 H 0.721 -4.830 1.837  0.037
32 H -0.652 -3.925 3.966  0.001
33 H -1.795 -3.368 2.824  0.003
34 H 1.232 -2.631 2.420  0.008
35 H 0.003 -1.659 3.116  0.001
36 H -0.161 -2.255 1.407  0.010
37 C 5.466 -2.851 -2.797  0.010
38 C 4.992 -1.395 -2.564  0.001
39 C 3.713 -1.146 -3.456  0.001
40 C 2.399 -1.894 -3.088  0.013
41 N 1.183 -1.698 -4.014  0.002
42 C 0.678 -0.194 -4.149  0.001
43 C -0.818 -0.221 -4.178  0.000
44 C -1.285 -1.610 -3.779  0.016
45 C -0.010 -2.242 -3.220  0.046
46 C 1.362 -2.308 -5.433  0.002
47 C 2.137 -3.664 -5.513  0.016
48 C 2.225 -4.137 -7.013  0.002
49 H 4.615 -3.508 -2.621  0.013
50 H 6.248 -3.070 -2.070  0.001
51 H 5.979 -3.091 -3.728  0.000
52 H 5.769 -0.643 -2.701  0.000
53 H 4.809 -1.233 -1.502  0.001
54 H 3.983 -1.245 -4.507  0.000
55 H 3.432 -0.113 -3.251  0.000
56 H 2.054 -1.383 -2.188  0.002
57 H 2.567 -2.965 -2.978  0.020
58 H 1.140 0.340 -4.980  0.000
59 H 1.049 0.275 -3.238  0.000
60 H -1.423 0.130 -5.014  0.000
61 H -1.150 0.302 -3.281  0.000
62 H -1.605 -2.258 -4.595  0.004
63 H -2.131 -1.687 -3.097  0.011
64 H -0.015 -3.332 -3.233  0.058
65 H 0.011 -1.933 -2.175  0.012
66 H 2.038 -1.542 -5.814  0.000
67 H 0.429 -2.255 -5.993  0.001
68 H 1.661 -4.429 -4.899  0.021
69 H 3.157 -3.512 -5.159  0.001
70 H 2.931 -4.964 -7.094  0.001
71 H 2.686 -3.414 -7.686  0.000
72 H 1.229 -4.391 -7.375  0.001
73 P 1.054 1.210 0.350  0.000
74 F -0.135 0.876 1.374  0.000
75 F 0.262 2.610 0.122  0.000
76 F 1.972 1.986 1.486  0.000
77 F 2.104 1.723 -0.849  0.000
78 F 1.833 -0.188 0.576  0.006
79 F 0.096 0.468 -0.808  0.002
80 N -1.787 0.246 3.603  0.000
81 C -2.582 -0.705 2.994  0.002
82 C -3.503 -0.976 4.018  0.000
83 C -3.361 -0.097 5.081  0.000
84 C -2.262 0.678 4.802  0.000
85 H -0.918 0.605 3.235  0.000
86 H -2.409 -1.101 2.004  0.004
87 H -4.256 -1.732 3.852  0.000
88 H -3.961 -0.059 5.979  0.000
89 H -1.760 1.333 5.498  0.000
90 N 4.276 3.407 0.907  0.000
91 C 5.170 4.168 1.546  0.000
92 C 5.946 4.837 0.553  0.000
93 C 5.392 4.669 -0.639  0.000
94 C 4.418 3.741 -0.379  0.000
95 H 3.645 2.713 1.281  0.000
96 H 5.353 4.188 2.611  0.000
97 H 6.770 5.511 0.733  0.000
98 H 5.761 5.038 -1.585  0.000
99 H 3.811 3.170 -1.066  0.000
100 C 0.575 3.717 -3.386  0.000
101 C 1.482 4.393 -4.267  0.000
102 C 1.048 4.702 -5.521  0.000
103 C -0.185 4.289 -6.027  0.000
104 C -1.102 3.732 -5.166  0.000
105 C -0.725 3.434 -3.907  0.000
106 H 0.844 3.352 -2.406  0.000
107 H 2.489 4.676 -3.994  0.000
108 H 1.746 5.156 -6.208  0.000
109 H -0.449 4.452 -7.061  0.000
110 H -2.122 3.591 -5.493  0.000
111 H -1.490 2.950 -3.319  0.000
112 C -2.282 6.359 2.433  0.000
113 C -1.937 5.323 1.528  0.000
114 C -2.315 4.019 1.825  0.000
115 C -3.213 3.721 2.923  0.000
116 C -3.620 4.766 3.711  0.000
117 C -3.087 6.041 3.465  0.000
118 H -1.714 7.268 2.301  0.000
119 H -1.200 5.359 0.739  0.000
120 H -1.895 3.253 1.189  0.000
121 H -3.553 2.730 3.184  0.000
122 H -4.415 4.641 4.431  0.000
123 H -3.341 6.939 4.008  0.000
124 C 0.489 3.377 3.639  0.000
125 C 1.858 3.772 4.106  0.000
126 O 1.841 5.154 4.161  0.000
127 C 3.012 5.862 4.343  0.000
128 O 4.110 5.341 4.528  0.000
129 C 2.834 7.347 4.065  0.000
130 F 1.820 7.845 4.900  0.000
131 F 3.957 8.010 4.348  0.000
132 F 2.441 7.498 2.753  0.000
133 H 0.368 3.571 2.573  0.000
134 H -0.347 3.844 4.160  0.000
135 H 0.245 2.334 3.843  0.000
136 H 2.595 3.336 3.432  0.000
137 H 1.992 3.292 5.076  0.000
138 C -3.584 6.678 -1.277  0.000
139 C -4.355 5.321 -1.304  0.000
140 O -3.575 4.178 -1.227  0.000
141 C -4.249 2.972 -1.304  0.000
142 O -5.469 2.808 -1.317  0.000
143 C -3.306 1.763 -1.094  0.000
144 F -3.468 1.444 0.130  0.001
145 F -3.646 0.685 -1.841  0.003
146 F -2.045 2.124 -1.312  0.000
147 H -3.030 6.797 -0.346  0.000
148 H -4.252 7.530 -1.403  0.000
149 H -2.920 6.652 -2.141  0.000
150 H -4.995 5.242 -2.183  0.000
151 H -5.009 5.495 -0.450  0.000

Forces on atoms 1 to 6 (eV/Å):
C 0.7 -0.5 0.1
C -1.0 0.4 0.6
C -1.0 0.7 -0.2
C 0.9 0.2 -0.9
N -0.6 -0.8 0.6
C -0.2 0.6 1.5

Summary:
2S+1 = 2
E_HOMO (spin up / spin down) = -0.0923 / -0.2536 Eh
expectation value of S² = 0.75
frontier orbital gap (spin up / spin down) = 2.8 / 7.1 eV